Entry 1:
{"formula": "C3H9NO2", "method": "ωB97M-V with the def2-TZVPD basis set", "species": ["C", "C", "O", "C", "O", "H", "H", "H", "H", "H", "H", "N", "H", "H", "H"], "xyz": [[-0.11, 1.36, -1.82], [-0.30, -0.10, -1.41], [-0.99, 0.00, 0.05], [-1.44, 0.78, 1.00], [-1.24, 0.74, 2.20], [-0.07, 1.78, -0.79], [0.84, 1.66, -2.28], [-0.77, 1.89, -2.47], [-1.14, -0.96, -1.70], [0.67, -0.06, -0.77], [-2.40, 1.25, 0.64], [1.75, -1.96, 2.15], [0.89, -1.60, 1.69], [2.68, -1.85, 1.66], [1.62, -2.95, 1.85]], "orbital_gap_ha": 0.3860, "energy_ev": -8837.9422, "total_charge": 0, "lumo_energy_ev": 0.54}

***

Entry 2:
{"formula": "C3H9NO2", "method": "ωB97M-V with the def2-TZVPD basis set", "species": ["C", "C", "N", "C", "O", "H", "H", "H", "H", "H", "H", "H", "H", "H", "O"], "xyz": [[-0.14, -0.38, 1.26], [0.24, 0.57, 0.14], [1.27, 0.17, -0.72], [2.48, -0.28, -0.01], [-0.17, 1.71, 0.06], [0.61, -0.17, 2.02], [0.03, -1.36, 0.81], [-1.18, -0.17, 1.49], [1.35, 0.90, -1.44], [3.19, 0.50, -0.28], [-1.03, -0.05, -1.39], [2.68, -1.30, -0.34], [-3.80, -0.06, -0.89], [-2.32, -0.05, -0.56], [-3.21, -0.02, -0.14]], "orbital_gap_ha": 0.1757, "energy_ev": -8834.6398, "total_charge": 0, "lumo_energy_ev": -3.32}

***

Entry 3:
{"formula": "C3H9NO2", "method": "ωB97M-V with the def2-TZVPD basis set", "species": ["C", "C", "O", "O", "H", "H", "H", "C", "N", "H", "H", "H", "H", "H", "H"], "xyz": [[-0.75, 1.65, 0.32], [0.27, 1.21, -0.67], [1.47, 0.60, -0.38], [-0.01, 1.26, -1.83], [-1.54, 2.15, -0.24], [-0.49, 2.24, 1.20], [-1.29, 0.78, 0.65], [-0.17, -2.60, 1.47], [-0.83, -1.74, 0.57], [-0.33, -1.11, -0.09], [2.01, 1.03, 0.30], [-1.42, -2.23, -0.11], [0.47, -3.37, 1.00], [-0.92, -3.16, 2.03], [0.43, -1.97, 2.13]], "spin_multiplicity": 2, "s2": 0.75, "orbital_gap_ha": [0.3847, 0.1745], "energy_ev": -8832.1362, "total_charge": 1, "lumo_energy_ev": [-3.72, -9.41]}

***

Entry 4:
{"formula": "C3H9NO2", "method": "ωB97M-V with the def2-TZVPD basis set", "species": ["O", "C", "C", "C", "N", "H", "H", "H", "H", "H", "H", "H", "H", "H", "O"], "xyz": [[-1.26, 2.28, 0.07], [-1.09, 1.14, -0.21], [-0.58, 0.10, 0.83], [-1.30, -1.23, 0.65], [0.78, 0.00, 0.28], [-1.10, 0.80, -1.25], [-0.51, 0.48, 1.84], [-0.84, -1.96, -0.01], [-2.36, -1.14, 0.42], [-1.30, -1.69, 1.65], [1.48, 0.01, 1.03], [0.88, -0.83, -0.29], [1.95, 1.25, -1.46], [2.60, -0.05, -1.60], [2.66, 0.84, -1.95]], "spin_multiplicity": 2, "s2": 0.76, "orbital_gap_ha": [0.3650, 0.2065], "energy_ev": -8831.6532, "total_charge": 1, "lumo_energy_ev": [-5.16, -9.46]}

***

Entry 5:
{"formula": "C3H9NO2", "method": "ωB97M-V with the def2-TZVPD basis set", "species": ["C", "N", "H", "H", "H", "H", "H", "H", "C", "C", "O", "O", "H", "H", "H"], "xyz": [[3.17, -0.25, 0.50], [2.49, 1.06, 0.99], [-2.75, 0.93, 0.84], [1.43, 1.22, 0.71], [2.56, 0.76, 1.99], [2.65, -1.17, 0.29], [3.87, -0.50, 1.23], [3.69, -0.10, -0.45], [-0.85, -0.48, -1.69], [-1.51, -0.19, -0.39], [-2.54, 0.70, -0.19], [-1.42, -0.83, 0.67], [0.25, -0.28, -1.62], [-1.21, -0.02, -2.52], [-1.08, -1.64, -1.75]], "spin_multiplicity": 2, "s2": 0.76, "orbital_gap_ha": [0.3480, 0.1177], "energy_ev": -8830.2525, "total_charge": 1, "lumo_energy_ev": [-4.06, -9.97]}

***

Entry 6:
{"formula": "C3H9NO2Pb", "method": "ωB97M-V with the def2-TZVPD basis set", "species": ["Pb", "C", "H", "H", "H", "H", "H", "N", "C", "C", "O", "O", "H", "H", "H", "H"], "xyz": [[-0.92, 0.68, 0.24], [-2.77, -0.34, 0.06], [-2.71, -1.09, 0.83], [-3.35, 0.56, 0.29], [-2.85, -0.70, -0.95], [-0.96, 0.77, -1.90], [-1.15, 1.56, -1.61], [1.44, 1.15, 0.32], [2.01, -0.19, 0.53], [1.20, -1.51, 0.14], [1.88, -2.56, 0.19], [-0.02, -1.50, -0.23], [1.64, 1.65, -0.56], [1.41, 1.85, 1.11], [2.93, -0.12, -0.05], [2.22, -0.23, 1.60]], "orbital_gap_ha": [0.1657, 0.1679], "energy_ev": -14065.1801, "total_charge": 2, "lumo_energy_ev": [-13.02, -13.00]}